[1]
The following is a DFT calculation (ωB97M-V with the def2-TZVPD basis set) of C4H7ClO2S in the gas phase.

Structure (XYZ):
```
15
Properties=species:S:1:pos:R:3:forces:R:3
C -0.10977 -0.43184 0.34565 2.0 2.8 3.6
C 0.33329 0.63906 1.79919 -1.4 -3.3 -3.2
C -0.44536 -0.83373 -1.96893 -0.4 1.2 -1.7
C -0.52559 0.19653 -0.90864 -1.6 0.6 0.2
O 2.51555 -0.99018 1.25547 0.8 -1.1 0.8
O -0.22107 1.84150 1.58651 0.2 1.5 1.2
S 1.66967 0.03576 0.69790 -1.6 0.7 -0.7
Cl 0.15704 -0.15986 3.35049 0.1 0.4 -0.3
H -0.53017 -1.38821 0.58313 0.3 -0.4 0.5
H 0.47769 -1.27867 -1.90616 2.0 -1.8 -0.2
H -0.43265 -0.21459 -2.83611 0.1 0.0 -1.4
H -1.28785 -1.50349 -2.11817 0.1 -0.2 0.7
H -1.55365 0.43587 -1.06367 -1.3 0.6 1.4
H -0.08106 1.17167 -1.11528 0.7 -0.4 -0.1
H 0.03392 2.48019 2.29862 -0.1 -0.6 -0.7
```
Positions in Å, forces in eV/Å.

**DFT total energy**: -31710.6463 eV
**E_LUMO**: 0.489 eV
**Multiplicity**: 1
**Relative energy (zero: lowest compared OMol25 entry of this formula, charge and spin)**: 63.99 kcal/mol

---

[2]
The following is a DFT calculation (ωB97M-V with the def2-TZVPD basis set) of a molecular structure, C4H8O2.

Structure (XYZ):
```
14
Properties=species:S:1:pos:R:3:forces:R:3
C 1.90458 0.59148 0.18556 0.1 0.0 0.0
C 0.39490 0.44938 0.22009 0.4 0.2 0.1
O -0.07367 -0.25089 1.38031 0.0 0.0 0.0
C -1.29259 -0.62362 0.76715 -0.3 -0.1 -0.1
C -0.87258 -0.43824 -0.70797 -0.1 -0.4 0.0
O -1.48469 0.47793 -1.51517 0.0 0.2 0.1
H 2.14511 1.44420 0.83086 0.0 -0.1 -0.1
H 2.45283 -0.28402 0.56154 -0.1 0.1 -0.1
H 2.25117 0.83941 -0.82296 -0.1 0.0 0.1
H 0.43433 -0.56703 -0.58142 0.0 0.0 0.0
H -2.11655 0.06631 0.99576 0.1 -0.1 0.0
H -1.56649 -1.64888 1.03790 0.0 0.2 0.0
H -0.87199 -1.37714 -1.29681 0.1 0.1 0.1
H -1.30434 1.32111 -1.05484 -0.1 -0.1 -0.1
```
Positions in Å, forces in eV/Å.

**DFT total energy**: -8367.1992 eV
**E_LUMO**: 0.936 eV
**Multiplicity**: 1
**Relative energy (zero: lowest compared OMol25 entry of this formula, charge and spin)**: 140.27 kcal/mol

---

[3]
The following is a DFT calculation (ωB97M-V with the def2-TZVPD basis set) of C3H5NO3 in the gas phase.

Structure (XYZ):
```
12
Properties=species:S:1:pos:R:3:forces:R:3
C -0.74821 0.63104 1.36071 -1.0 1.4 -0.4
C -0.72547 0.09586 -0.19285 -7.3 -3.4 2.8
O -1.83785 -0.49996 -0.59704 4.8 3.3 1.0
N 0.36390 -0.03459 -0.89861 4.3 -1.8 -1.8
O 0.37676 -0.72756 -2.12258 -3.9 0.8 -0.3
C 1.56978 -0.39488 -0.26395 5.2 0.5 -0.1
O 2.53114 -1.05794 -0.79630 -5.1 3.0 2.7
H -1.79016 1.22683 1.29559 2.2 -1.7 0.6
H 0.01601 1.52108 1.65276 -1.4 -2.6 -0.8
H -0.78430 -0.30374 2.16742 0.1 2.7 -2.4
H -0.64587 -0.73211 -2.33075 2.3 -0.3 0.5
H 1.67426 0.27597 0.72562 0.0 -2.0 -1.8
```
Positions in Å, forces in eV/Å.

**DFT total energy**: -10820.6674 eV
**E_LUMO**: -0.042 eV
**Multiplicity**: 1
**Relative energy (zero: lowest compared OMol25 entry of this formula, charge and spin)**: 115.77 kcal/mol

---

[4]
The following is a DFT calculation (ωB97M-V with the def2-TZVPD basis set) of CH3PSi in the gas phase.

Structure (XYZ):
```
6
Properties=species:S:1:pos:R:3:forces:R:3
C 0.47783 1.03656 0.03676 0.7 -3.5 -0.8
P 1.68299 -0.19603 -0.16884 -1.8 0.9 -0.2
Si -0.52335 -0.59953 -0.13478 0.9 0.8 1.1
H 0.76755 2.05343 0.14322 -0.6 0.9 0.1
H -0.84813 -1.10233 1.24340 -0.3 0.1 -0.5
H -1.55689 -1.19210 -1.11975 0.9 0.9 0.4
```
Positions in Å, forces in eV/Å.

**DFT total energy**: -18249.3147 eV
**E_LUMO**: -0.099 eV
**Multiplicity**: 1
**Relative energy (zero: lowest compared OMol25 entry of this formula, charge and spin)**: 8.12 kcal/mol

---

[5]
The following is a DFT calculation (ωB97M-V with the def2-TZVPD basis set) of 8 unconnected molecules or ions with the total composition C38H52FIN9O5.

Structure (XYZ):
```
106
Properties=species:S:1:pos:R:3:forces:R:3
C 4.79310 0.84121 3.26773 -0.3 -0.5 0.2
C 4.70967 0.74121 1.73581 -0.1 -0.3 1.4
O 5.40528 1.41759 1.08543 1.2 1.1 -1.4
O 3.79947 -0.11785 1.09061 -0.5 0.4 0.7
C 2.72139 0.71659 0.63456 -1.4 -0.1 1.2
C 1.52406 -0.13363 0.07301 0.9 0.6 -0.8
C 0.13961 0.34090 0.57903 0.7 -0.3 -2.0
N -0.36724 -0.33495 1.83836 1.1 1.0 0.2
O -1.13043 -1.45277 1.54735 -1.0 0.2 0.1
C -1.06683 0.65020 2.72270 -1.2 0.0 1.3
C -2.35331 1.38528 2.24542 0.8 1.7 0.2
C -1.98888 2.91336 1.97182 -0.3 -0.4 -0.6
I -3.46257 0.67350 0.56229 -0.1 -0.3 0.2
C 0.79411 -0.92641 2.65378 0.9 1.4 1.5
O 1.08707 -2.01854 2.45788 0.4 -2.9 -1.4
N 1.47658 -0.16754 3.66648 -1.0 0.9 0.0
C 1.03165 -0.65584 4.96509 -0.6 2.5 -0.1
O 1.25064 -1.68893 5.40551 0.8 -3.0 0.9
F 0.34614 0.24287 5.68770 0.0 0.3 -1.5
H 3.80009 0.92897 3.74732 0.5 -0.2 -0.2
H 5.36492 -0.01372 3.68085 -0.6 0.2 -0.2
H 5.35870 1.73894 3.56719 -0.3 -0.3 -0.6
H 3.03285 1.50898 -0.06727 0.1 -0.6 0.1
H 2.32280 1.23747 1.54374 0.3 0.0 -0.5
H 1.70349 -1.22027 0.15055 -0.1 0.5 0.2
H 1.53067 0.07767 -1.01658 -0.3 -0.3 0.5
H 0.15443 1.43970 0.63469 -0.2 -0.5 0.6
H -0.58759 0.09004 -0.21619 0.1 0.1 0.7
H -0.80805 -1.85450 0.71849 0.2 0.1 0.2
H -1.28354 0.13705 3.68319 0.0 -0.1 -0.7
H -0.32603 1.42607 2.98723 -0.1 -0.6 -0.4
H -3.04492 1.43311 3.10276 0.2 -0.6 -0.5
H -0.91607 3.06560 1.76290 -0.4 -0.1 0.2
H -2.52280 3.24726 1.06492 0.2 0.1 0.6
H -2.27939 3.55042 2.82357 0.2 -0.3 -0.3
H 2.45689 -0.46327 3.61537 -0.3 -0.1 -0.2
N -2.28821 -2.72490 -1.85989 0.1 0.0 0.0
C -1.19965 -3.55379 -1.76319 0.0 0.1 0.1
C -1.32801 -4.52874 -2.71476 0.1 0.0 0.0
C -2.53635 -4.27893 -3.41783 -0.1 0.1 0.0
C -3.10436 -3.15992 -2.87037 0.0 0.0 0.0
H -2.45739 -1.92484 -1.28004 -0.2 0.0 0.0
H -0.42969 -3.37943 -1.02616 0.0 -0.1 0.0
H -0.63122 -5.33276 -2.88853 0.0 0.0 0.0
H -2.94095 -4.85588 -4.23353 0.0 0.0 0.0
H -4.01548 -2.63735 -3.10989 0.0 0.0 0.0
N -5.03495 3.56970 -1.51051 0.0 0.0 0.0
C -5.37034 4.88437 -1.31707 0.1 0.0 0.0
C -6.25399 5.24274 -2.29922 0.0 0.1 0.1
C -6.46635 4.10029 -3.11502 0.0 -0.1 0.0
C -5.70412 3.08433 -2.60318 0.0 0.0 0.0
H -4.39785 3.04349 -0.94017 -0.1 0.0 -0.1
H -4.95002 5.44807 -0.50014 -0.1 0.0 0.0
H -6.70065 6.21618 -2.41951 0.0 0.0 0.0
H -7.10667 4.03262 -3.97928 0.0 0.0 0.0
H -5.57885 2.06202 -2.92072 0.0 0.0 0.0
N 1.41658 1.23532 9.36762 -0.1 0.1 0.0
C 0.43805 1.11617 8.41703 0.1 0.0 0.1
C -0.59411 1.94633 8.77021 0.0 0.0 -0.1
C -0.22162 2.59531 9.97658 0.0 0.1 0.1
C 1.02330 2.13826 10.31815 0.0 0.0 0.0
H 2.28873 0.73774 9.36805 -0.1 0.0 0.0
H 0.55912 0.45480 7.58074 0.0 0.1 0.5
H -1.51483 2.07513 8.22364 0.0 0.0 0.0
H -0.80155 3.31553 10.53026 0.0 0.0 0.0
H 1.66124 2.37544 11.15320 0.0 0.0 0.0
N -0.49145 -6.38430 -5.92928 0.1 0.0 0.0
C -0.97165 -7.13097 -6.97442 0.0 -0.1 0.0
C -1.31342 -6.27043 -7.98262 0.0 -0.1 0.0
C -1.02394 -4.95339 -7.53360 0.0 0.0 0.1
C -0.51640 -5.05598 -6.26654 0.1 0.1 0.1
H -0.17094 -6.75327 -5.05163 -0.1 0.0 0.0
H -1.02852 -8.20485 -6.90760 0.0 0.0 0.0
H -1.72446 -6.55265 -8.93810 0.0 0.0 0.0
H -1.17160 -4.03614 -8.08021 0.0 0.0 0.0
H -0.17274 -4.30374 -5.57570 0.0 0.0 0.0
N -3.82393 7.17117 2.09180 0.0 0.0 0.0
C -3.93839 7.98840 3.18578 0.0 0.0 0.1
C -3.78170 9.28111 2.76287 0.0 0.0 0.1
C -3.57000 9.24581 1.35895 0.0 0.0 -0.1
C -3.60388 7.93287 0.97350 0.0 -0.1 -0.1
H -3.89212 6.17056 2.10727 -0.1 0.1 0.0
H -4.11973 7.57941 4.16599 0.0 0.0 0.0
H -3.81654 10.15684 3.39010 0.0 0.0 0.0
H -3.41185 10.08926 0.70689 0.0 0.0 0.0
H -3.49016 7.47410 0.00468 0.0 0.1 0.0
N 4.95652 0.07935 -3.30466 -0.1 0.1 0.0
C 4.95550 0.88987 -2.19997 -0.1 -0.1 0.0
C 5.20320 2.17154 -2.61770 -0.1 0.0 0.1
C 5.35424 2.13441 -4.02881 0.0 0.0 -0.1
C 5.19450 0.83207 -4.42279 0.0 -0.1 0.0
H 4.80645 -0.91362 -3.29615 0.1 0.1 0.0
H 4.78170 0.48616 -1.21732 0.2 0.0 0.0
H 5.26839 3.03990 -1.98162 0.0 0.0 0.0
H 5.55720 2.96868 -4.68029 0.0 0.0 0.0
H 5.23088 0.37679 -5.39853 0.0 0.0 0.0
N 2.78059 -7.36520 -4.77902 0.0 0.0 0.0
C 4.07412 -6.92059 -4.81732 0.0 0.1 0.0
C 4.79045 -7.62716 -3.88719 0.0 0.1 0.0
C 3.89577 -8.53818 -3.26656 -0.1 0.0 0.1
C 2.66502 -8.35521 -3.83943 -0.1 0.0 0.0
H 2.03224 -7.01887 -5.35440 0.1 0.0 -0.1
H 4.37103 -6.14193 -5.50023 0.0 0.0 0.0
H 5.84052 -7.50575 -3.67612 0.0 0.0 0.0
H 4.12955 -9.24769 -2.48945 0.0 0.0 0.0
H 1.71975 -8.84144 -3.66029 0.1 0.0 0.0
```
Positions in Å, forces in eV/Å.

**DFT total energy**: -74702.7570 eV
**E_LUMO**: -4.117 eV
**Net charge**: +1
**Multiplicity**: 1
**Relative energy (zero: lowest compared OMol25 entry of this formula, charge and spin)**: 0.00 kcal/mol

---

[6]
The following is a DFT calculation (ωB97M-V with the def2-TZVPD basis set) of 2 unconnected molecules or ions with the total composition C12H16N2.

Structure (XYZ):
```
30
Properties=species:S:1:pos:R:3:forces:R:3
C -2.12691 -3.00420 -2.18039 -0.3 0.5 1.0
C -1.34277 -1.68709 -1.94849 0.6 -0.5 -1.4
C -2.07535 -0.59403 -1.25041 -0.1 -0.2 -0.4
C -2.18580 0.74163 -1.55921 -0.8 0.0 0.4
N -3.05695 1.23671 -0.61043 -0.3 0.4 1.0
C -3.36744 0.23426 0.25366 0.0 -0.3 -1.1
N -2.84255 -0.89514 -0.16269 0.1 0.2 1.0
H -2.95802 -2.95771 -1.47146 -0.3 -0.4 -0.4
H -1.55986 -3.89281 -1.91052 0.2 0.1 0.0
H -2.45383 -3.12864 -3.20801 -0.3 0.1 0.0
H -0.40027 -1.96104 -1.47183 0.0 0.4 0.3
H -1.08388 -1.31177 -2.94473 0.3 0.1 0.2
H -1.72436 1.47333 -2.19435 0.2 -0.4 -0.6
H -3.58094 2.10256 -0.61052 0.6 0.0 -0.1
H -3.98658 0.38857 1.11946 -0.2 -0.1 0.0
C 4.32446 1.15139 2.20163 -0.1 -0.9 0.3
C 2.95414 0.82200 1.62939 1.2 1.1 0.2
C 1.85715 0.58545 2.46420 -0.3 -1.2 -1.1
C 0.61919 0.45109 1.85319 -0.2 0.2 0.1
C 0.40098 0.83775 0.52339 -0.1 0.4 0.5
C 1.49427 1.04096 -0.28872 1.2 0.1 0.2
C 2.78370 0.93444 0.26720 -1.1 0.0 -0.4
H 4.97885 1.76991 1.59101 -0.4 0.1 -0.3
H 4.88155 0.21690 2.33653 0.0 0.1 0.4
H 4.18201 1.66033 3.15490 0.2 -0.2 0.1
H 1.96458 0.27647 3.49533 0.2 0.4 0.1
H -0.23305 0.04712 2.38805 0.0 0.4 0.3
H -0.61968 1.09987 0.27684 0.1 -0.5 -0.5
H 1.53777 1.35158 -1.32674 -0.9 -0.1 -0.1
H 3.61957 1.01012 -0.41628 0.2 0.2 0.2
```
Positions in Å, forces in eV/Å.

**DFT total energy**: -15683.0520 eV
**E_LUMO**: 0.846 eV
**Multiplicity**: 1
**Relative energy (zero: lowest compared OMol25 entry of this formula, charge and spin)**: 24.13 kcal/mol

---

no.,HOMO level (eV),strongest force on any atom (hartree/bohr)
1,-8.49,0.0974
2,-7.57,0.0084
3,-10.53,0.1649
4,-8.94,0.0715
5,-9.82,0.0640
6,-8.55,0.0324